Model P:
# C6H7N3O3

A 2-piece molecular cluster, C6H7N3O3 overall (ωB97M-V/def2-TZVPD, OMol25).

Cartesian coordinates (Å):
C: 2.4177 2.2850 -0.2987
C: 1.6730 1.6926 0.7135
C: 0.3611 -0.3124 -1.2393
C: -0.0907 -0.7983 0.0017
C: 3.3233 0.4314 0.1841
C: -1.4509 -1.4766 0.1260
N: 3.4160 1.5012 -0.6430
N: 2.3152 0.4964 1.0070
N: 3.9776 -0.8210 0.1245
O: 5.1718 -0.9287 0.1303
O: 3.2052 -1.7881 0.0432
O: 0.0174 0.6327 -0.3997
H: 2.2450 3.1813 -0.8560
H: 0.8598 2.1686 1.3277
H: 1.0956 -0.2051 -1.9954
H: 0.6106 -1.1475 0.7194
H: -1.4678 -2.5204 0.3637
H: -2.0944 -1.2592 -0.7459
H: -2.0446 -1.2023 0.9040

Its HOMO energy (spin up / spin down) is -9.1 / -8.2 eV. The value obtained for the frontier orbital gap (spin up / spin down) is 8.22 / 5.58 eV. The LUMO energy (spin up / spin down) comes out at -0.03254 / -0.09707 hartree.

Model Q:
# C6H7N3O3

An isolated molecule of C6H7N3O3 (ωB97M-V/def2-TZVPD, OMol25).

Cartesian coordinates (Å):
C: -2.5236 -1.1182 0.0882
C: -2.3872 0.2083 0.5550
C: -1.5271 -1.7830 -0.5640
C: -1.1841 0.7873 0.4409
C: -0.3188 -1.0947 -0.7984
C: -0.1370 0.1905 -0.1992
N: 1.1887 2.1063 -0.1149
N: 1.0344 0.8885 -0.5745
N: 2.9218 -0.3132 0.3439
O: 2.3970 0.0299 1.3744
O: 3.8187 -1.1058 0.2361
O: 2.3890 0.1309 -0.7887
H: -3.5096 -1.5429 0.2237
H: -3.2776 0.5983 1.1538
H: -1.5451 -2.8320 -0.8460
H: -0.9177 1.6816 0.8622
H: 0.3445 -1.6213 -1.3740
H: 1.7654 2.0508 0.7887
H: 1.4682 2.7389 -0.8073

As for the SMILES: NN(O[N+](=O)[O-])c1ccccc1. Its HOMO energy is -8.7 eV. The value obtained for the frontier orbital gap is 8.94 eV. The LUMO energy comes out at 0.01051 hartree.

Computed relative energies in units of eV: model P 1.803; model Q 0.000

Model P:
# C9H15N2

An isolated ion of composition C9H15N2 and charge +1 (ωB97M-V/def2-TZVPD, OMol25).

Cartesian coordinates (Å):
C: -0.5121 2.1682 -0.6381
C: 0.8412 1.7571 -0.7388
C: -1.5404 1.3449 -0.4424
C: 1.2747 0.4946 -0.6283
C: -1.9888 -0.8641 0.6901
C: 0.3371 -0.5370 1.4222
C: -1.2396 -0.1205 -0.4084
C: 0.2439 -0.5605 -0.1585
C: 2.7217 0.1702 -1.0028
N: 0.5979 -1.8490 -0.6651
N: -1.1247 -0.5978 1.8536
H: -0.7220 3.1373 -0.7130
H: 1.5795 2.6037 -1.0133
H: -2.5102 1.6762 -0.4187
H: -3.0506 -0.3448 0.8467
H: -2.0139 -1.9875 0.5501
H: 0.7800 -1.5584 1.6436
H: 0.6322 0.4199 1.6876
H: -1.5472 -0.4296 -1.3956
H: 3.1801 0.9955 -1.5677
H: 2.7632 -0.7055 -1.6256
H: 3.2629 -0.0106 -0.0805
H: -0.1660 -2.5830 -0.4376
H: 0.9687 -1.8589 -1.6405
H: -1.4934 0.3242 2.1788
H: -1.2741 -1.0846 2.7022

As for the SMILES: CC1=CC=C[C@@H]2C[NH2+]C[C@]12N. Its HOMO energy is -12.0 eV. The value obtained for the frontier orbital gap is 8.76 eV. The LUMO energy comes out at -0.11933 hartree. As for the total charge: +1.

Model Q:
# C9H15N2

An isolated ion of composition C9H15N2 and charge +1 (ωB97M-V/def2-TZVPD, OMol25).

Cartesian coordinates (Å):
C: -0.1155 -1.6798 -1.1952
C: 0.2107 -2.0488 0.0891
C: -0.0374 -0.3681 -1.8962
C: 0.4305 1.1385 -0.1662
C: 1.3365 2.0972 -0.0809
C: 0.6150 -1.0601 1.1090
C: -0.0801 0.3370 1.1811
C: -0.3197 -0.4779 -3.3200
C: 0.2107 1.2360 2.3551
N: -0.0758 0.7789 -1.4136
N: -1.5770 0.1232 1.1222
H: -0.3625 -2.3688 -1.9774
H: 0.2331 -3.0337 0.2678
H: 1.6717 2.4277 -1.0349
H: 1.8511 2.5371 0.7642
H: 0.5000 -1.4412 2.1269
H: 1.6972 -0.8939 1.0520
H: 0.4738 -0.9423 -3.7874
H: -0.6632 0.4284 -3.8330
H: -1.0471 -1.2495 -3.3514
H: -0.4800 1.0678 3.2299
H: 0.2395 2.2865 2.1216
H: 1.2292 0.9322 2.9119
H: -1.8807 -0.6323 0.5931
H: -2.0937 1.0172 1.0899
H: -1.9662 -0.2112 2.0421

As for the SMILES: C=C1N=C(C)C=CC[C@]1(C)[NH3+]. Its HOMO energy is -12.6 eV. The value obtained for the frontier orbital gap is 8.95 eV. The LUMO energy comes out at -0.13382 hartree. As for the total charge: +1.

Computed relative energies in units of eV: model P 0.000; model Q 0.992

Model P:
# C2H12N2O3

A 4-piece molecular cluster, C2H12N2O3 overall (ωB97M-V/def2-TZVPD, OMol25).

Cartesian coordinates (Å):
C: -0.0790 1.7541 1.5111
N: 2.2023 -0.0052 1.3359
C: 1.7147 0.7922 0.3160
N: 0.7161 1.5590 0.3282
H: -0.6182 2.6812 1.4022
H: -0.7770 0.9379 1.6877
H: 0.4682 1.8502 2.4396
H: 1.7476 0.1059 2.2262
H: 2.5716 -0.9184 1.1363
H: 2.2185 0.6103 -0.6391
H: -5.6463 -0.4419 0.4402
H: -4.3888 -0.3783 -0.4500
O: -4.7309 -0.1406 0.4270
H: 1.7479 -1.3158 -3.7160
H: 3.1400 -1.7932 -3.2788
O: 2.3164 -2.0906 -3.6771
H: -1.0522 -1.8282 -0.6543
H: -0.3893 -0.4317 -0.5469
O: -1.1616 -0.9470 -0.2883

As for the SMILES: C/N=C\N.O.O.O. Its HOMO energy is -9.3 eV. The value obtained for the frontier orbital gap is 9.68 eV. The LUMO energy comes out at 0.01434 hartree.

Model Q:
# C2H12N2O3

A 4-piece molecular cluster, C2H12N2O3 overall (ωB97M-V/def2-TZVPD, OMol25).

Cartesian coordinates (Å):
C: -0.8485 1.4358 -0.3407
C: -0.6442 1.3211 0.9681
N: -1.5692 0.7731 1.8770
N: 0.1525 1.8043 -1.2633
H: -1.7730 1.1178 -0.7981
H: 0.3318 1.5598 1.3749
H: -1.3667 1.0228 2.8308
H: -2.5414 0.9797 1.7009
H: 1.0110 2.1475 -0.8499
H: -0.1265 2.2920 -2.0951
H: 2.2516 0.0330 -0.6266
H: 2.4688 -1.1732 0.2335
O: 2.9619 -0.4708 -0.2078
H: -1.7344 -1.2942 -2.0857
H: -0.3757 -0.5867 -1.9493
O: -0.8345 -1.4170 -1.7676
H: 0.4938 -1.9965 0.3437
H: -0.4540 -2.6903 1.4137
O: 0.4410 -2.6164 1.0814

As for the SMILES: N/C=C/N.O.O.O. Its HOMO energy is -7.7 eV. The value obtained for the frontier orbital gap is 8.29 eV. The LUMO energy comes out at 0.02260 hartree.

Computed relative energies in units of eV: model P 0.000; model Q 0.083

Model P:
# C2H12N2O3

A 4-piece molecular cluster, C2H12N2O3 overall (ωB97M-V/def2-TZVPD, OMol25).

Cartesian coordinates (Å):
C: 1.7556 0.9617 0.7503
C: 2.4258 1.3855 -0.3264
N: 2.1396 0.8509 -1.6336
N: 2.1932 1.6234 1.9608
H: 1.0608 0.1345 0.7291
H: 3.0315 2.2764 -0.3152
H: 1.5416 1.4581 -2.1620
H: 1.7324 -0.0746 -1.5649
H: 1.6602 2.4684 2.1873
H: 1.9110 1.1052 2.8007
H: 2.5733 -1.7952 3.4471
H: 3.2682 -1.5169 2.1546
O: 2.5561 -2.0890 2.5309
H: -5.3983 -4.3626 -1.9173
H: -6.2792 -3.3177 -2.5479
O: -6.2622 -3.9827 -1.8899
H: -3.3595 1.6754 -0.6300
H: -3.4884 1.2458 -2.0484
O: -3.0618 1.9533 -1.5254

As for the SMILES: N/C=C/N.O.O.O. Its HOMO energy is -8.2 eV. The value obtained for the frontier orbital gap is 8.59 eV. The LUMO energy comes out at 0.01581 hartree.

Model Q:
# C2H12N2O3

A 4-piece molecular cluster, C2H12N2O3 overall (ωB97M-V/def2-TZVPD, OMol25).

Cartesian coordinates (Å):
C: 0.0231 0.1165 -1.1212
C: 1.1329 0.1939 -1.9721
N: 2.1429 -0.6485 -2.1504
N: -0.7936 1.2620 -0.8842
H: 0.1210 -0.6313 -0.3554
H: 1.3681 1.0759 -2.6542
H: 2.2129 -0.9417 -3.0945
H: 2.2319 -1.3490 -1.4897
H: -0.2866 2.0910 -1.0529
H: -1.0817 1.2276 0.1379
H: -5.7341 -2.4486 2.7493
H: -6.2813 -1.0921 3.2262
O: -6.5288 -2.0270 2.9933
H: 1.3218 2.2444 1.5294
H: 2.0017 3.0145 0.3448
O: 1.5120 2.2615 0.5676
H: 1.8839 -0.8258 0.7527
H: 2.3829 -1.7882 1.7309
O: 2.3710 -1.7349 0.7425

As for the SMILES: N/C=C/N.O.O.O. Its HOMO energy is -6.9 eV. The value obtained for the frontier orbital gap is 7.17 eV. The LUMO energy comes out at 0.00998 hartree.

Computed relative energies in units of eV: model P 0.000; model Q 0.628

Model P:
# C5H10O3

C5H10O3 as an isolated structure (ωB97M-V/def2-TZVPD, OMol25).

Cartesian coordinates (Å):
C: -1.0294 -0.3675 0.5621
C: 0.3767 -0.5224 -1.6393
C: -1.6070 0.9241 0.0229
C: 1.7573 -0.1061 0.1495
C: 1.9437 0.7997 1.0966
O: 0.1142 -0.8908 -0.1795
O: 1.3507 0.3771 -1.4628
O: -2.0267 -1.3402 0.5485
H: -1.6669 -2.1598 0.9092
H: -0.6170 -0.2199 1.5679
H: -0.5358 -0.1411 -2.1100
H: 0.6902 -1.4899 -2.0602
H: 2.3615 -0.9947 0.0225
H: -2.1880 0.7342 -0.8795
H: -0.8141 1.6353 -0.2017
H: -2.2802 1.3380 0.7717
H: 1.3225 1.6753 1.1973
H: 2.8482 0.7485 1.6847

Its HOMO energy is -8.6 eV. The value obtained for the frontier orbital gap is 9.37 eV. The LUMO energy comes out at 0.02787 hartree.

Model Q:
# C5H10O3

An isolated molecule of C5H10O3 (ωB97M-V/def2-TZVPD, OMol25).

Cartesian coordinates (Å):
C: 0.7141 0.3024 -0.3534
C: -0.7375 0.1028 0.0474
C: -0.3298 1.3485 -0.7012
C: -0.9936 -0.9559 2.1278
C: 1.3426 -0.5512 -1.4259
O: -1.0762 0.2525 1.3922
O: 1.6193 0.6099 0.6630
O: -0.7583 1.6049 -1.9957
H: 1.1148 0.9474 1.4153
H: -0.8230 0.7762 -2.4850
H: -1.3170 -0.6538 -0.4826
H: -0.3140 2.2667 -0.1333
H: -1.3311 -0.7197 3.1378
H: -1.6463 -1.7130 1.6990
H: 0.0293 -1.3441 2.1648
H: 1.6941 -1.4786 -0.9950
H: 2.1831 -0.0230 -1.8605
H: 0.6295 -0.7720 -2.2146

As for the SMILES: CO[C@H]1[C@H](O)[C@@]1(C)O. Its HOMO energy is -8.9 eV. The value obtained for the frontier orbital gap is 9.76 eV. The LUMO energy comes out at 0.03032 hartree.

Model R:
# C5H10O3

An isolated molecule of C5H10O3 (ωB97M-V/def2-TZVPD, OMol25).

Cartesian coordinates (Å):
C: 2.4873 0.1671 -0.3418
C: 0.4384 -0.0428 0.8911
C: -0.3400 1.2439 0.4049
C: -1.9533 0.0116 -0.6041
C: -1.2949 -1.3122 -0.1482
H: 2.2321 1.0803 -0.8958
H: 2.9577 -0.5847 -0.9638
H: 2.8059 0.3235 0.6726
H: 0.9558 -0.1714 1.8665
H: 0.1570 1.5233 -0.5517
H: -0.1264 1.9303 1.3029
H: -3.0067 -0.1347 -0.5528
H: -1.6346 0.2570 -1.6260
H: -2.1404 -1.9336 0.0729
H: -0.5501 -1.7243 -0.8281
O: 1.2990 -0.5991 -0.0457
O: -1.7113 1.0648 0.3056
O: -0.5758 -1.0990 1.0415

As for the SMILES: CO[C@H]1COCCO1. Its HOMO energy is -9.3 eV. The value obtained for the frontier orbital gap is 10.31 eV. The LUMO energy comes out at 0.03543 hartree.

Computed relative energies in units of eV: model P 2.163; model Q 0.000; model R 0.756

Model P:
# C4H9NO2

A 2-piece molecular cluster, C4H9NO2 overall (ωB97M-V/def2-TZVPD, OMol25).

Cartesian coordinates (Å):
O: 1.3329 0.6165 -1.6479
C: 1.7687 -0.3437 -2.2409
O: 2.9199 -0.2918 -2.8702
H: 1.2390 -1.3079 -2.2864
H: 3.0838 -1.0722 -3.4153
C: 0.0365 0.8983 1.6905
C: -1.1147 0.2228 1.0098
C: -2.2801 -0.1437 1.6991
N: -0.9185 -0.2293 -0.2052
H: 0.2249 1.8579 1.2081
H: 0.9265 0.2826 1.6048
H: -0.2253 1.1223 2.7188
H: -3.0764 -0.7070 1.2310
H: -2.4274 0.1707 2.7233
H: -0.0126 -0.0707 -0.6777
H: -1.4771 -1.0048 -0.5417

The spin multiplicity is 2. Its HOMO energy (spin up / spin down) is -14.9 / -15.1 eV. The value obtained for the frontier orbital gap (spin up / spin down) is 11.55 / 8.31 eV. The LUMO energy (spin up / spin down) comes out at -0.12358 / -0.25039 hartree. As for the total charge: +1. As for the expectation value of S²: 0.763.

Model Q:
# C4H9NO2

An isolated ion of composition C4H9NO2 and charge +1 (ωB97M-V/def2-TZVPD, OMol25).

Cartesian coordinates (Å):
O: 1.9769 0.5968 -1.4170
C: 1.6421 0.3605 -0.2957
O: 2.2416 -0.5723 0.4740
C: 0.4959 1.0283 0.4248
C: -0.5048 0.0229 0.9782
C: -1.0635 -0.9597 -0.1221
N: -1.7025 -0.2708 -1.1959
H: 3.0059 -0.8986 -0.0662
H: 0.8945 1.6657 1.2132
H: 0.0053 1.6850 -0.2960
H: -0.0540 -0.6156 1.7349
H: -1.3570 0.5347 1.4292
H: -0.2175 -1.5392 -0.4931
H: -1.7911 -1.6202 0.3526
H: -2.4891 0.3230 -0.9014
H: -1.0827 0.2595 -1.8196

The spin multiplicity is 2. Its HOMO energy (spin up / spin down) is -14.7 / -14.7 eV. The value obtained for the frontier orbital gap (spin up / spin down) is 11.16 / 5.66 eV. The LUMO energy (spin up / spin down) comes out at -0.12983 / -0.33128 hartree. As for the total charge: +1. As for the expectation value of S²: 0.755.

Computed relative energies in units of eV: model P 0.000; model Q 0.751

Model P:
# C5H3N

An isolated molecule of C5H3N (ωB97M-V/def2-TZVPD, OMol25).

Cartesian coordinates (Å):
C: 0.7230 -0.7561 -0.4445
C: 0.6308 0.1477 0.4739
C: -0.8830 0.4500 0.5101
C: -0.1512 -1.3328 -1.2186
C: 0.4701 1.3257 1.1990
N: -0.7299 1.7486 0.6298
H: -0.6815 -0.7389 -1.9514
H: -0.1481 -2.3967 -1.4071
H: 0.7698 1.5523 2.2088

As for the SMILES: C=C=C1C2=N[C@H]12. Its HOMO energy (spin up / spin down) is -9.3 / -9.3 eV. The value obtained for the frontier orbital gap (spin up / spin down) is 9.05 / 9.05 eV. The LUMO energy (spin up / spin down) comes out at -0.00914 / -0.00915 hartree.

Model Q:
# C5H3N

An isolated molecule of C5H3N (ωB97M-V/def2-TZVPD, OMol25).

Cartesian coordinates (Å):
C: 1.0405 0.8871 0.8369
C: -0.4571 -0.3967 -0.3079
C: 0.5582 -0.3512 0.7635
C: -2.8735 -1.3958 0.2967
C: 0.6565 0.9525 -0.5490
N: -1.8652 -0.8068 0.0405
H: 1.8032 1.3994 1.3847
H: -0.2130 -1.1241 -1.0942
H: 1.3505 0.8357 -1.3711

Its HOMO energy (spin up / spin down) is -8.9 / -8.9 eV. The value obtained for the frontier orbital gap (spin up / spin down) is 8.75 / 8.75 eV. The LUMO energy (spin up / spin down) comes out at -0.00491 / -0.00492 hartree.

Computed relative energies in units of eV: model P 0.382; model Q 0.000

Model P:
# C5H3N

C5H3N as an isolated structure (ωB97M-V/def2-TZVPD, OMol25).

Cartesian coordinates (Å):
C: 0.4272 -1.7869 -0.3564
C: -0.5767 -1.2198 -0.9638
C: -0.9385 -0.1255 0.4232
C: 0.3735 -0.7807 0.7969
C: -1.7134 -0.5018 -0.8803
N: -2.1974 -0.3004 0.4990
H: 0.1086 -1.3244 1.7807
H: 1.2360 -0.2175 0.8689
H: -1.1972 0.8071 -2.6877

Its HOMO energy (spin up / spin down) is -8.7 / -9.2 eV. The value obtained for the frontier orbital gap (spin up / spin down) is 7.92 / 8.25 eV. The LUMO energy (spin up / spin down) comes out at -0.02919 / -0.03641 hartree.

Model Q:
# C5H3N

C5H3N as an isolated structure (ωB97M-V/def2-TZVPD, OMol25).

Cartesian coordinates (Å):
C: 0.6553 0.2939 -0.4197
C: 1.1306 0.1051 0.9687
C: -0.9441 0.3795 -0.7567
C: -0.0016 -0.6262 -1.3757
C: 0.1432 0.7402 1.7060
N: -0.7274 0.5927 0.5272
H: 0.2373 -0.6302 -2.4106
H: -0.1775 -1.7539 -0.9260
H: -0.3159 0.8989 2.6869

Its HOMO energy (spin up / spin down) is -8.5 / -8.6 eV. The value obtained for the frontier orbital gap (spin up / spin down) is 7.63 / 7.78 eV. The LUMO energy (spin up / spin down) comes out at -0.03273 / -0.03143 hartree.

Model R:
# C5H3N

An isolated molecule of C5H3N (ωB97M-V/def2-TZVPD, OMol25).

Cartesian coordinates (Å):
C: 0.6760 0.6018 -0.0833
C: 2.0321 0.4428 0.0229
C: -1.1473 -1.0553 -0.0297
C: 0.3619 -0.8834 -0.0521
C: -0.8072 1.1529 -0.0834
N: -1.6851 0.1832 -0.0034
H: 1.0093 -1.4202 -0.7615
H: 0.6586 -1.1555 0.9313
H: -1.0982 2.1337 0.0591

Its HOMO energy (spin up / spin down) is -8.9 / -8.9 eV. The value obtained for the frontier orbital gap (spin up / spin down) is 6.99 / 6.99 eV. The LUMO energy (spin up / spin down) comes out at -0.06868 / -0.06868 hartree.

Model S:
# C5H3N

An isolated molecule of C5H3N (ωB97M-V/def2-TZVPD, OMol25).

Cartesian coordinates (Å):
C: 0.7433 1.1425 -0.3222
C: -0.4330 1.3187 0.0719
C: -0.3202 -0.7710 0.0217
C: 1.1281 -0.2232 -0.3143
C: -1.1942 0.1932 0.5669
N: -1.4843 -0.7982 -0.5189
H: 1.4233 -0.5418 -1.2760
H: 1.8401 -0.7532 0.3056
H: -1.7033 0.4329 1.4652

As for the SMILES: C1#C[C@H]2N=C2C1. Its HOMO energy is -9.3 eV. The value obtained for the frontier orbital gap is 8.24 eV. The LUMO energy comes out at -0.03887 hartree.

Computed relative energies in units of eV: model P 4.445; model Q 2.347; model R 0.317; model S 0.000